Here is a molecular structure, C29H18Br4FN3O6Sn from OMol25. Energies are from ωB97M-V with the def2-TZVPD basis set.

Geometry as XYZ:
```
62
Properties=species:S:1:pos:R:3:forces:R:3:lowdin_charge:R:1
Sn 0.5706 -2.0880 0.3425 0.1 0.1 -0.6 1.486
C 0.3062 5.5570 -2.3617 0.0 0.0 0.0 -0.025
C -0.3089 4.4917 -3.2669 0.0 0.1 0.1 -0.310
C -1.6058 4.9430 -3.9229 0.0 0.0 0.0 -0.137
C -2.6888 5.1742 -2.8773 0.0 -0.1 0.0 -0.132
C -2.8214 3.9750 -1.9719 0.1 0.1 0.0 -0.131
C -3.9876 3.7403 -1.2791 -0.1 0.0 0.0 0.047
C -4.0997 2.6268 -0.4546 0.0 0.0 0.0 -0.260
F -5.2627 2.4359 0.2035 0.0 0.0 0.0 0.059
C -3.0828 1.7310 -0.3077 0.1 -0.1 0.0 0.067
C -1.8853 1.9461 -0.9983 0.0 0.0 0.0 -0.042
C -0.7858 0.9706 -0.8336 0.0 -0.1 0.1 -0.311
O -0.9521 -0.0202 -0.1076 -0.2 0.4 0.1 -0.126
C 0.4174 1.2638 -1.5579 0.2 -0.1 0.0 -0.019
C 0.4539 2.3803 -2.3374 0.0 0.0 0.0 0.028
N -0.5519 3.2601 -2.4959 0.0 0.0 -0.1 0.009
C -1.7515 3.0684 -1.8214 0.0 0.0 0.0 -0.077
C 1.7077 0.4389 -1.5388 -0.2 0.2 -0.2 -0.592
O 2.6453 0.8804 -2.1920 0.0 -0.1 0.1 0.031
O 1.7312 -0.6387 -0.8465 0.0 -0.4 0.1 -0.188
H 0.4412 6.4905 -2.9114 0.0 0.0 0.0 0.088
H 1.2793 5.2268 -1.9970 0.0 0.0 0.0 0.086
H -0.3293 5.7495 -1.4960 0.0 0.0 0.0 0.085
H 0.4104 4.2337 -4.0430 0.0 -0.1 0.0 0.147
H -1.9335 4.1788 -4.6313 0.0 0.0 0.0 0.128
H -1.4140 5.8577 -4.4848 0.0 0.0 0.0 0.120
H -3.6463 5.3709 -3.3604 0.0 0.0 0.0 0.121
H -2.4484 6.0592 -2.2823 0.0 0.0 0.0 0.119
H -4.8293 4.4163 -1.3741 0.0 0.0 0.0 0.132
H -3.1744 0.8564 0.3210 0.0 0.0 0.0 0.129
H 1.3689 2.5826 -2.8820 0.0 0.0 0.0 0.145
Br -4.6867 -1.7902 6.0802 -0.1 0.0 0.1 0.784
C -3.8121 -2.4273 4.5593 -0.1 -0.2 -0.2 -0.727
C -4.5414 -3.3813 3.6735 0.1 0.1 0.2 -0.730
Br -6.2592 -3.9191 4.1738 -0.1 0.0 0.0 0.781
C -3.9873 -3.8522 2.5469 -0.1 0.0 -0.1 -0.662
Br -4.8494 -5.0321 1.3841 0.1 0.0 0.0 0.841
C -2.6108 -3.4697 2.1503 0.0 -0.1 0.1 -0.343
O -2.0889 -3.8655 1.1492 0.2 -0.1 -0.1 0.086
C -1.8347 -2.5295 3.0982 -0.1 0.3 0.3 -0.338
O -0.6983 -2.2070 2.8737 0.0 -0.3 0.0 -0.001
C -2.5610 -2.0248 4.2834 -0.1 0.1 0.1 -0.656
Br -1.6109 -0.8150 5.3487 0.0 0.0 -0.1 0.827
O 1.6480 -3.8869 -0.0308 0.1 0.2 -0.2 -0.287
C 2.9207 -4.1823 -0.0496 0.4 0.1 0.3 -0.355
C 3.3945 -5.1816 -0.9288 -0.2 0.0 0.1 -0.012
C 4.7031 -5.5974 -0.9174 0.0 0.0 0.1 -0.087
C 5.6168 -5.0386 -0.0176 0.0 -0.1 -0.1 -0.107
C 5.1929 -4.0332 0.8150 -0.1 0.2 0.1 -0.053
C 3.8700 -3.5625 0.8051 -0.1 0.0 -0.2 -0.080
C 3.5194 -2.3987 1.6185 -0.1 0.1 0.2 -0.234
N 2.3862 -1.6981 1.6620 0.2 -0.2 0.2 -0.027
C 2.5707 -0.6506 2.5481 -0.4 -0.1 -0.2 -0.112
C 3.8172 -0.7095 3.0545 0.2 -0.2 -0.1 -0.071
N 4.4007 -1.8115 2.4619 0.1 0.1 0.2 0.111
H 2.6637 -5.6100 -1.6035 0.1 0.0 0.0 0.115
H 5.0313 -6.3679 -1.6045 0.0 0.0 0.0 0.102
H 6.6448 -5.3740 0.0089 0.0 0.0 0.0 0.096
H 5.9233 -3.5916 1.4852 0.0 0.0 -0.1 0.096
H 1.7881 0.0607 2.7541 0.0 0.0 0.0 0.115
H 4.3389 -0.0839 3.7558 0.0 0.0 0.0 0.112
H 5.3379 -2.1278 2.6290 0.0 0.0 0.0 0.140
```
Forces are in eV/Å.

**HOMO-LUMO gap**: 0.1853 Ha
**E_HOMO**: -0.272 Eh
**LUMO**: -2.360 eV
**Calculated total energy**: -12341.91265 a.u.

---

Here is a molecular structure, C29H18IN3O3PdSTe from OMol25. Energies are from ωB97M-V with the def2-TZVPD basis set.

Geometry as XYZ:
```
57
Properties=species:S:1:pos:R:3:forces:R:3:lowdin_charge:R:1
Pd 0.8424 0.3497 -0.9532 -0.9 1.8 0.0 0.333
C 0.0028 0.4714 3.5742 0.1 -0.1 0.2 -0.035
C -0.0982 0.5417 2.1817 0.6 0.0 -0.3 -0.087
N 0.9640 0.4836 1.3930 -0.7 0.1 -0.1 0.070
C 2.1826 0.3322 1.9302 0.1 0.0 0.8 -0.138
C 2.3899 0.2912 3.3355 -1.1 0.0 -0.7 -0.142
C 1.2382 0.3453 4.1563 0.3 0.1 -0.4 0.003
C 3.7030 0.2247 3.8423 1.4 -0.1 -0.3 -0.018
C 4.7871 0.2181 3.0026 -0.6 0.0 1.4 -0.020
C 4.6252 0.2237 1.6041 -0.3 0.1 -1.2 -0.143
C 5.7132 0.2232 0.6971 -0.6 0.0 0.1 0.007
C 5.4614 0.1784 -0.6523 0.3 0.0 0.2 -0.039
C 4.1450 0.1350 -1.1047 -0.7 0.0 0.6 -0.141
N 3.1067 0.1668 -0.2712 0.1 -0.3 -1.1 0.017
C 3.3177 0.2339 1.0503 0.7 0.0 0.2 -0.151
H -0.8901 0.5247 4.1753 -0.1 0.0 0.1 0.107
H -1.0586 0.6565 1.6952 0.0 0.0 -0.1 0.112
H 1.3515 0.3006 5.2300 0.0 0.0 0.1 0.117
H 3.8448 0.1962 4.9125 0.0 0.0 0.1 0.115
H 5.7896 0.1908 3.4050 0.1 0.0 0.1 0.116
H 6.7229 0.2652 1.0747 0.1 -0.1 0.1 0.117
H 6.2662 0.1659 -1.3702 0.1 0.0 -0.1 0.109
H 3.9221 0.0863 -2.1648 -0.1 -0.1 0.1 0.071
I 1.6860 2.9862 -1.4116 -0.8 1.1 0.2 0.963
C -0.2952 3.6541 -0.8414 1.1 0.0 -0.3 -0.553
C -0.4713 4.9900 -0.6198 0.2 -0.3 -0.1 -0.161
C -1.7498 5.4682 -0.2944 -0.2 -0.1 0.0 -0.084
C -2.8028 4.6025 -0.2162 0.1 0.3 0.0 -0.039
C -2.6351 3.2261 -0.4698 0.3 -0.3 -0.1 -0.174
C -3.7295 2.3380 -0.4465 -0.2 -0.1 0.0 -0.050
C -3.5690 1.0225 -0.7709 0.0 0.2 0.1 -0.079
C -2.2950 0.5191 -1.0881 0.3 0.1 -0.1 -0.115
C -1.1857 1.3271 -1.0533 1.6 -1.7 -0.1 -0.146
C -1.3374 2.7094 -0.7826 -0.2 -0.1 0.0 -0.254
H 0.3555 5.6754 -0.7115 0.1 0.1 0.0 0.086
H -1.8817 6.5246 -0.1268 -0.1 0.1 0.1 0.102
H -3.7928 4.9676 0.0204 -0.1 0.0 0.0 0.111
H -4.7036 2.7285 -0.1877 -0.1 0.0 0.0 0.108
H -4.4093 0.3447 -0.7688 -0.2 0.0 0.0 0.101
H -2.2254 -0.5275 -1.3604 0.1 0.1 0.1 0.077
Te 0.9903 -0.9166 -3.2888 0.9 1.5 -0.2 0.898
O 0.2430 -4.7231 -3.5683 -0.1 -0.4 0.3 -0.270
S -0.5932 -3.5846 -3.3686 0.3 0.5 -0.7 0.577
O -0.9700 -2.8214 -4.5236 -0.6 -0.5 0.2 -0.368
N 0.1546 -2.5029 -2.3146 -0.9 -1.0 0.1 -0.497
C -0.5315 -2.3594 -1.1454 2.0 1.6 1.2 -0.554
O -0.1744 -1.5708 -0.2479 -1.2 -2.1 -0.6 -0.065
C -1.7208 -3.1742 -1.1089 -1.9 -1.3 0.1 -0.139
C -2.6728 -3.2165 -0.0800 0.9 0.3 -0.5 0.008
C -3.8054 -3.9794 -0.2568 -0.4 -0.3 -0.2 -0.059
C -4.0116 -4.7188 -1.4258 0.3 0.3 0.1 -0.048
C -3.0692 -4.6871 -2.4494 -0.2 -0.3 -0.1 -0.029
C -1.9458 -3.9183 -2.2770 0.6 0.9 0.8 -0.191
H -2.5018 -2.6431 0.8202 0.0 0.0 0.0 0.124
H -4.5605 -3.9908 0.5171 0.0 -0.1 0.0 0.108
H -4.9121 -5.3035 -1.5416 0.0 0.0 0.0 0.108
H -3.2072 -5.2508 -3.3576 -0.1 -0.1 -0.1 0.124
```
Forces are in eV/Å.

**HOMO-LUMO gap (alpha / beta)**: 0.2217 / 0.2227 Ha
**E_HOMO (alpha / beta)**: -0.241 / -0.242 Eh
**LUMO (alpha / beta)**: -0.529 / -0.532 eV
**Calculated total energy**: -2597.66321 a.u.

---

- Which value of calculated total energy does entry 2 give?
  -2597.66321 a.u.